{"formula": "C24H49ClFGaO8P", "method": "ωB97M-V/def2-TZVPD", "elements": ["C", "C", "O", "C", "O", "C", "C", "C", "Ga", "F", "P", "O", "C", "Cl", "C", "C", "H", "H", "H", "H", "H", "H", "H", "H", "H", "H", "H", "H", "H", "H", "H", "H", "H", "H", "H", "C", "C", "O", "C", "H", "H", "H", "H", "H", "H", "C", "C", "O", "C", "H", "H", "H", "H", "H", "H", "C", "C", "O", "C", "H", "H", "H", "H", "H", "H", "C", "C", "O", "C", "H", "H", "H", "H", "H", "H", "C", "C", "O", "C", "H", "H", "H", "H", "H", "H"], "xyz": [[3.19082, -1.48648, 4.38620], [2.84314, -0.36386, 3.19594], [2.71847, 0.96092, 3.82284], [3.06763, 2.05059, 2.87647], [4.23554, 2.08928, 2.17641], [2.04307, 3.33287, 2.55576], [1.35386, 3.96692, 3.90178], [-0.30672, 3.82730, 3.80606], [-0.76758, 1.82706, 4.05275], [-0.10598, 0.90225, 2.49483], [0.19192, 1.12249, 6.06434], [-0.55553, 1.88258, 7.26631], [-2.80163, 1.41158, 4.14899], [-3.46944, 1.31048, 5.89603], [-3.72642, 2.37899, 3.16995], [-3.80530, 1.57474, 1.71268], [3.40042, -0.89897, 5.39987], [2.23565, -2.16760, 4.60089], [4.12662, -2.14644, 4.06149], [1.82828, -0.76059, 2.70906], [3.67126, -0.45085, 2.37404], [1.26856, 2.97656, 1.73247], [2.70183, 4.20120, 2.07105], [1.56464, 5.13924, 3.88751], [1.78335, 3.57014, 4.91570], [-0.80357, 4.54081, 4.59969], [-0.63657, 4.15852, 2.73126], [0.07789, -0.29981, 6.30214], [1.59827, 1.51862, 6.17856], [-2.92572, 0.31041, 3.70542], [-4.83921, 2.43593, 3.58764], [-3.28297, 3.47653, 3.05303], [-2.79094, 1.67309, 1.13353], [-4.65525, 2.02082, 1.01885], [-4.02727, 0.42852, 1.82764], [-3.48377, 1.63214, -3.29604], [-2.54564, 1.90741, -2.15141], [-2.96056, 2.02343, -0.99948], [-1.08011, 2.03526, -2.47089], [-4.50896, 1.56506, -2.91681], [-3.43224, 2.44680, -4.02274], [-3.22314, 0.68235, -3.76983], [-0.92154, 2.86791, -3.16085], [-0.71245, 1.10345, -2.90794], [-0.52370, 2.23344, -1.54868], [-6.80838, 3.31504, -6.54489], [-5.76499, 2.27777, -6.22637], [-4.81170, 2.53515, -5.49319], [-5.93322, 0.91335, -6.83976], [-6.55780, 4.25059, -6.03372], [-6.83156, 3.50016, -7.62175], [-7.78723, 2.97684, -6.19563], [-5.91741, 0.99153, -7.92977], [-6.87307, 0.46821, -6.50365], [-5.10676, 0.26859, -6.52260], [-0.89563, -1.62528, -3.82394], [-2.19831, -2.36694, -3.96180], [-3.22568, -1.79227, -4.31790], [-2.19521, -3.83905, -3.64698], [-1.04842, -0.57232, -4.08332], [-0.54249, -1.68347, -2.79131], [-0.15299, -2.04909, -4.50466], [-1.89996, -3.99581, -2.60644], [-1.51045, -4.36142, -4.31979], [-3.20315, -4.24273, -3.78992], [8.27193, -1.81584, 5.08696], [7.16607, -2.18325, 4.13399], [6.26816, -2.95570, 4.46510], [7.20149, -1.56889, 2.76012], [8.11688, -2.33345, 6.03953], [9.23576, -2.12414, 4.67417], [8.26289, -0.73818, 5.26883], [8.11767, -1.86622, 2.24371], [7.14480, -0.48026, 2.83837], [6.34208, -1.92401, 2.18164], [3.00437, -4.17144, -3.65009], [1.70169, -4.91310, -3.78795], [0.67432, -4.33843, -4.14406], [1.70479, -6.38520, -3.47313], [2.85158, -3.11848, -3.90947], [3.35751, -4.22963, -2.61746], [3.74701, -4.59524, -4.33082], [2.00004, -6.54196, -2.43259], [2.38955, -6.90758, -4.14594], [0.69685, -6.78889, -3.61608]], "gap_ev": 6.435, "homo_ev": -4.6, "total_charge": -1, "max_force_ha_per_bohr": 0.164, "lumo_ev": 1.81}


{"formula": "C24H49FN3O15", "method": "ωB97M-V/def2-TZVPD", "elements": ["C", "C", "C", "C", "C", "C", "F", "N", "C", "N", "N", "C", "C", "H", "H", "H", "H", "H", "H", "H", "H", "H", "H", "H", "H", "H", "H", "H", "H", "H", "H", "H", "C", "O", "C", "O", "O", "C", "H", "H", "H", "H", "H", "H", "C", "O", "C", "O", "O", "C", "H", "H", "H", "H", "H", "H", "C", "O", "C", "O", "O", "C", "H", "H", "H", "H", "H", "H", "C", "O", "C", "O", "O", "C", "H", "H", "H", "H", "H", "H", "C", "O", "C", "O", "O", "C", "H", "H", "H", "H", "H", "H"], "xyz": [[4.49798, -4.63292, -2.47073], [3.72821, -3.32126, -2.27304], [3.16808, -3.16320, -0.84647], [3.42338, -1.79229, -0.18951], [2.50944, -1.65251, 1.05202], [4.94189, -1.59365, 0.10340], [5.64642, -2.76428, -0.09295], [5.28559, -1.20127, 1.48551], [6.03036, -0.08273, 1.46873], [6.48124, 0.47585, 2.62512], [6.18944, 0.43500, 0.26466], [5.59726, -0.46739, -0.75874], [6.63795, -0.87875, -1.78405], [4.01788, -5.44055, -1.91074], [4.51413, -4.93600, -3.51789], [5.52836, -4.54337, -2.11658], [4.40194, -2.48829, -2.49412], [2.89681, -3.29692, -2.97884], [3.57628, -3.93180, -0.18440], [2.08293, -3.28298, -0.86770], [3.13133, -1.02515, -0.91070], [1.68832, -0.96277, 0.84794], [3.01792, -1.30171, 1.94550], [2.04869, -2.61251, 1.29344], [5.76415, -1.94006, 1.99573], [5.79383, 0.78589, 3.29287], [7.45175, 0.52976, 2.88215], [7.09424, 0.85234, 0.07326], [4.81986, 0.13767, -1.22499], [6.81391, -0.06337, -2.48631], [7.57991, -1.14177, -1.29409], [6.32282, -1.75674, -2.34731], [-1.99882, 1.87276, 0.78609], [-3.00440, 0.95865, 1.22871], [-2.57297, -0.27126, 1.49478], [-1.43752, -0.66313, 1.38858], [-3.61373, -0.99389, 1.89047], [-3.32537, -2.36114, 2.20345], [-2.51038, 2.81492, 0.61563], [-1.23826, 2.00346, 1.55392], [-1.54052, 1.52300, -0.13736], [-2.60969, -2.42155, 3.02088], [-2.93372, -2.87688, 1.32915], [-4.27335, -2.79732, 2.50020], [-9.62322, -0.84032, -1.66667], [-8.87647, 0.28352, -1.18467], [-7.96606, -0.01233, -0.25739], [-7.73854, -1.10878, 0.18176], [-7.34942, 1.11455, 0.09128], [-6.33709, 0.94729, 1.09328], [-10.30984, -0.43932, -2.40583], [-8.96072, -1.56966, -2.12808], [-10.17681, -1.30704, -0.85488], [-5.55774, 0.27715, 0.74440], [-6.77254, 0.55841, 2.01173], [-5.92322, 1.93526, 1.26961], [-10.28347, 5.58037, -5.69869], [-9.39824, 5.36323, -4.59527], [-9.00642, 4.09822, -4.44827], [-9.33083, 3.17632, -5.15063], [-8.19666, 4.02973, -3.39506], [-7.70012, 2.71346, -3.12157], [-10.51056, 6.64174, -5.68771], [-9.80120, 5.30940, -6.63571], [-11.19609, 5.00049, -5.57714], [-7.11586, 2.34760, -3.96467], [-8.51624, 2.02994, -2.90988], [-7.07114, 2.80715, -2.24188], [-4.57945, 7.50098, 2.20246], [-3.69964, 7.34940, 3.32357], [-3.24476, 6.11602, 3.50565], [-3.50190, 5.15760, 2.82278], [-2.45309, 6.11381, 4.57793], [-1.90382, 4.83587, 4.90290], [-4.85972, 8.54907, 2.19107], [-4.06877, 7.23881, 1.27823], [-5.46264, 6.87758, 2.32364], [-1.28939, 4.46378, 4.08443], [-2.69536, 4.12089, 5.11902], [-1.29352, 4.99521, 5.78644], [7.91021, -4.45218, 0.91702], [8.81033, -5.37479, 0.31327], [10.09144, -5.16556, 0.64502], [10.47993, -4.27613, 1.35821], [10.83275, -6.08870, 0.05716], [12.23915, -5.99283, 0.32937], [6.91930, -4.72243, 0.56653], [7.95780, -4.52875, 2.00342], [8.15220, -3.43379, 0.61080], [12.42727, -6.10131, 1.39501], [12.62924, -5.03939, -0.01969], [12.69739, -6.80944, -0.21796]], "gap_ev": 8.095, "homo_ev": -11.7, "total_charge": 1, "max_force_ha_per_bohr": 0.024, "lumo_ev": -3.59}


{"formula": "C24H49FN3O2", "method": "ωB97M-V/def2-TZVPD", "elements": ["C", "C", "C", "N", "C", "C", "C", "F", "H", "H", "H", "H", "H", "H", "H", "H", "H", "H", "H", "H", "H", "C", "C", "C", "C", "C", "C", "N", "O", "C", "C", "C", "H", "H", "H", "H", "H", "H", "H", "H", "H", "H", "H", "H", "H", "H", "H", "H", "H", "H", "C", "C", "C", "C", "C", "C", "N", "O", "C", "C", "C", "H", "H", "H", "H", "H", "H", "H", "H", "H", "H", "H", "H", "H", "H", "H", "H", "H", "H"], "xyz": [[-0.12917, -5.79395, 1.10310], [-0.13136, -4.43648, 0.44429], [-1.54003, -3.99668, 0.04443], [-2.41287, -4.06272, 1.16359], [-3.77133, -3.81361, 0.78406], [-4.76793, -4.72166, 1.48716], [-5.66562, -5.45942, 0.50586], [-5.63540, -3.96792, 2.32081], [-0.36633, -6.57563, 0.39175], [0.85411, -5.98790, 1.53026], [-0.84729, -5.81175, 1.90577], [0.51355, -4.43545, -0.42794], [0.23626, -3.69743, 1.14958], [-1.85298, -4.63190, -0.81247], [-1.44424, -2.94296, -0.31091], [-4.09295, -2.77325, 1.00134], [-3.86553, -3.95227, -0.30186], [-4.24515, -5.43841, 2.10497], [-6.59690, -5.76440, 0.97106], [-5.91403, -4.80442, -0.31752], [-5.12174, -6.31005, 0.11310], [-3.12268, 0.17265, 2.15664], [-1.91561, 0.56028, 1.26969], [-0.70978, -0.31974, 1.59041], [-0.02539, 0.02482, 2.90743], [0.35775, 1.50290, 2.93391], [-0.83516, 2.42348, 2.66893], [-1.56195, 2.01108, 1.42512], [-0.94184, 2.46823, 0.38802], [-1.75741, 2.42036, 3.90418], [-0.35312, 3.86169, 2.51322], [-2.35258, 0.25251, -0.15622], [-2.99335, -0.83116, 2.56368], [-3.31769, 0.84754, 2.98469], [-4.04543, 0.16902, 1.57670], [0.02945, -0.22840, 0.78518], [-1.02468, -1.36791, 1.59716], [-0.67748, -0.22246, 3.74983], [0.86954, -0.58941, 3.02442], [0.79589, 1.76372, 3.90105], [1.13235, 1.68424, 2.18057], [-2.70090, 2.92340, 3.68761], [-1.27626, 2.95788, 4.72230], [-1.97313, 1.42338, 4.28046], [0.40044, 3.96171, 1.73427], [0.09339, 4.19566, 3.44967], [-1.18351, 4.52845, 2.27406], [-3.16674, 0.91039, -0.46731], [-2.70955, -0.77667, -0.19099], [-1.54116, 0.34592, -0.87405], [1.72546, 3.64373, -2.15930], [1.92476, 2.12659, -2.41045], [2.52599, 1.43907, -1.18207], [4.00815, 1.73738, -0.97436], [4.79732, 1.38874, -2.23540], [4.25973, 2.09432, -3.48101], [2.78323, 1.88682, -3.61358], [2.53872, 0.73218, -4.13451], [4.63036, 3.58976, -3.41183], [4.95516, 1.55134, -4.72386], [0.52921, 1.55983, -2.61680], [1.71423, 3.86803, -1.09207], [2.47723, 4.27468, -2.62208], [0.77356, 3.97744, -2.57155], [2.40113, 0.35621, -1.28348], [1.95219, 1.73178, -0.30071], [4.15225, 2.78756, -0.70184], [4.38451, 1.14889, -0.13491], [5.85020, 1.65212, -2.10726], [4.76158, 0.30554, -2.38656], [4.11601, 4.15519, -4.19023], [5.70250, 3.70947, -3.57083], [4.41397, 4.04660, -2.44860], [4.85624, 0.47173, -4.81196], [6.01888, 1.78310, -4.67255], [4.54949, 2.00754, -5.62834], [0.06971, 1.94752, -3.52779], [-0.08931, 1.85952, -1.77122], [0.52106, 0.47200, -2.66591]], "multiplicity": 3, "gap_ev": [4.117, 4.055], "homo_ev": [-1.8, -1.8], "total_charge": -1, "max_force_ha_per_bohr": 0.034, "lumo_ev": [2.29, 2.23]}